An isolated molecule of C6H10N2O in a non-equilibrium geometry, computed with the ωB97M-V functional and the def2-TZVPD basis.

Geometry (Å):
1 O 2.3754 -0.8754 0.4339
2 C 2.0435 -0.1399 -0.6939
3 C 0.8258 0.7114 -0.4611
4 C 0.4067 1.1227 1.0285
5 C -0.5606 0.2445 0.2362
6 C -1.0104 -1.2441 0.3914
7 N -2.3378 -1.3148 0.0219
8 C -2.6925 -0.1144 -0.2442
9 N -1.8049 0.9320 0.0253
10 H 2.8226 -1.7474 0.1659
11 H 1.9508 -0.9457 -1.4811
12 H 2.8609 0.6586 -0.9633
13 H 0.6386 1.4989 -1.1944
14 H 0.9932 0.6660 1.8394
15 H -0.0120 2.0866 1.2791
16 H -0.3806 -1.8141 -0.2741
17 H -0.7266 -1.5911 1.3739
18 H -3.5744 0.1749 -0.7804
19 H -1.8177 1.6913 -0.7031

Atoms 1-3, force components in eV/Å:
O 1.36 -2.32 1.03
C 0.81 0.45 -1.57
C -3.20 0.79 1.91

energy relative to the best compared isomer or geometry (same formula, charge and spin): 273.1 kJ/mol
SMILES: OC[C@@H]1C[C@]12CN=CN2

A cluster of 2 separate species, C6H10N2O in total in a non-equilibrium geometry, computed with the ωB97M-V functional and the def2-TZVPD basis.

Geometry (Å):
1 C 1.1347 2.0367 1.5545
2 C 0.8745 0.9206 0.9380
3 N 0.8166 -0.2428 0.5735
4 C -0.2808 -0.9399 0.0013
5 C -0.0990 -2.4328 0.2380
6 C -1.6489 -0.4299 0.4504
7 H 1.1550 2.0871 2.6306
8 H 1.3711 2.9266 1.0028
9 H -0.1607 -0.6617 -1.1124
10 H -0.1678 -2.6551 1.3034
11 H 0.8838 -2.7508 -0.1073
12 H -0.8754 -3.0004 -0.2740
13 H -1.7667 0.6176 0.1758
14 H -2.4435 -1.0022 -0.0221
15 H -1.7444 -0.5197 1.5331
16 N 0.2587 0.9499 -2.3085
17 C 1.0628 1.7473 -1.8964
18 O 1.9631 2.4018 -1.5704
19 H -0.3329 0.9479 -3.1103

Atoms 1-3, force components in eV/Å:
C 0.03 0.77 -0.04
C 0.11 -1.55 0.64
N 0.98 1.29 0.16

energy relative to the best compared isomer or geometry (same formula, charge and spin): 180.0 kJ/mol
SMILES: C=C=NC(C)C.N=C=O

An isolated molecule of C6H10N2O in a non-equilibrium geometry, computed with the ωB97M-V functional and the def2-TZVPD basis.

Geometry (Å):
1 C -2.3760 -0.8995 -0.5404
2 C -1.6550 0.0791 0.0970
3 C -1.9264 1.5152 -0.3230
4 N -0.7562 -0.0250 1.1826
5 C 0.4226 -0.5102 1.1726
6 C 1.0686 -1.2480 -0.0211
7 N 1.7285 -0.2063 -0.8528
8 C 2.6480 0.5069 -0.4994
9 O 3.2287 0.6509 0.7181
10 H -3.1840 -0.6664 -1.1848
11 H -2.2070 -1.8445 -0.1394
12 H -0.9634 2.0377 -0.3669
13 H -2.4967 2.1151 0.4213
14 H -2.5817 1.5177 -1.2708
15 H 0.8610 -0.6788 2.1102
16 H 1.8677 -1.9035 0.3078
17 H 0.3755 -1.6754 -0.8115
18 H 3.0390 1.2558 -1.2863
19 H 2.9070 -0.0209 1.2869

Atoms 1-3, force components in eV/Å:
C 2.16 2.08 2.37
C -1.33 0.19 -1.63
C -0.86 0.33 -0.18

energy relative to the best compared isomer or geometry (same formula, charge and spin): 288.3 kJ/mol
SMILES: C=C(C)/N=C\C/N=C\O

Orbital gap
In order: 8.907, 9.093, 9.312
Unit: eV
Energy
In order: -419.282469, -419.317942, -419.276686
Unit: a.u.